[1]
C4H11Cl2FNOPd as an isolated structure, computed with ωB97M-V with the def2-TZVPD basis set.

Last column: Löwdin charge in e.
Positions of all 21 atoms, in Å:
Pd (-1.9009, 0.8873, -0.5389)  0.588
Cl (-3.1124, -0.5925, -2.1566)  -0.457
Cl (-3.6296, 1.5323, 1.1163)  -0.453
F (-1.6688, 2.8458, -1.5755)  -0.723
C (0.9324, -1.2121, 2.1164)  -0.408
C (0.3685, -0.2124, 1.0757)  -0.453
C (1.0117, -0.3700, -0.2982)  -0.296
O (0.2719, 0.4866, -1.0979)  -0.324
C (0.9940, 0.9197, -2.2625)  -0.093
N (-1.0069, -0.5220, 0.9094)  -0.052
H (0.6237, -2.2445, 1.9522)  -0.001
H (0.4571, -0.8864, 3.0417)  0.009
H (1.9991, -1.1865, 2.3393)  -0.039
H (0.5074, 0.8067, 1.4364)  0.138
H (0.9791, -1.4099, -0.6229)  0.099
H (2.0682, -0.1021, -0.2938)  0.081
H (1.2129, 0.1701, -3.0229)  0.081
H (1.9083, 1.3734, -1.8799)  0.076
H (0.4428, 1.7151, -2.7642)  0.076
H (-1.1233, -1.4942, 0.6616)  0.087
H (-1.3354, -0.5047, 1.8643)  0.065

Total charge ... -2
HOMO level (spin up / spin down) ... 0.1092 / -0.0975 Ha
LUMO level (spin up / spin down) ... 5.64 / 5.29 eV
Total energy ... -1437.0751 a.u.
Multiplicity ... 4

***

[2]
C4H11ClF5MnOTeTi as an isolated structure, computed with ωB97M-V with the def2-TZVPD basis set.

Last column: Löwdin charge in e.
Positions of all 25 atoms, in Å:
Mn (0.7367, -0.5787, -1.9094)  0.348
Cl (2.5647, -1.9871, -1.8189)  -0.085
C (1.6240, 0.9567, -2.5845)  -0.222
C (-0.4607, -1.1552, -3.2884)  -0.238
H (1.1329, 1.1903, -3.5429)  0.011
H (1.5469, 1.7386, -1.8233)  0.014
H (2.6449, 0.5576, -2.6881)  -0.011
H (-0.2155, -0.4019, -4.0597)  -0.007
H (-1.4984, -1.1335, -2.9162)  0.005
H (-0.0593, -2.1658, -3.4826)  0.002
Ti (-0.3558, -0.8675, 1.1766)  0.967
C (-2.3606, -0.9959, 1.1498)  -0.214
C (-0.5732, 0.3933, -0.5069)  -0.183
H (-3.0625, -0.4923, 0.5004)  0.006
H (-2.4270, -2.0873, 1.0050)  0.014
H (-2.5170, -0.7853, 2.2227)  0.019
H (-1.5624, 0.7123, -0.9574)  0.031
H (0.1483, 1.2391, -0.3468)  0.004
F (0.0511, 2.6207, 3.4114)  -0.447
Te (1.0309, 1.1243, 4.0295)  1.909
F (2.5268, 1.8908, 2.9489)  -0.586
F (0.2708, -2.6119, 1.0171)  -0.448
F (1.0867, 2.3208, 5.6282)  -0.592
F (-0.6797, 0.2472, 4.5273)  -0.580
O (0.4074, 0.2706, 2.3085)  -0.718

Total charge ... -1
HOMO level (spin up / spin down) ... -0.1744 / -0.2512 Ha
LUMO level (spin up / spin down) ... 1.80 / 0.08 eV
Total energy ... -3462.3063 a.u.
ΔE to the lowest compared entry with this formula, charge and spin ... 1.8806 eV
Multiplicity ... 6

***

[3]
A 2-piece molecular cluster, C4H11ClFN2 overall, computed with ωB97M-V with the def2-TZVPD basis set.

Last column: Löwdin charge in e.
Positions of all 19 atoms, in Å:
C (0.1149, -0.2130, -0.3339)  -0.705
H (1.6377, 1.1965, -0.6663)  0.135
C (0.5798, 1.2620, -0.3403)  -0.547
C (0.5357, -0.9291, -1.6066)  -0.131
H (0.0903, -1.9322, -1.6574)  0.067
H (0.2473, -0.3513, -2.4937)  0.066
H (1.6313, -1.0325, -1.6001)  0.090
C (0.4469, -0.9768, 0.9287)  -0.149
H (1.5074, -0.8491, 1.2048)  0.061
H (-0.1263, -0.6076, 1.7858)  0.065
H (0.2591, -2.0536, 0.8004)  0.071
N (0.5094, 1.8211, 0.9914)  0.019
H (0.3966, 2.8280, 0.9207)  0.050
H (1.4010, 1.5063, 1.4626)  0.032
N (-0.0823, 2.0214, -1.3881)  0.014
H (0.3782, 2.9186, -1.5003)  0.061
H (-1.0430, 2.2069, -1.1062)  0.029
Cl (-1.8364, -0.1746, -0.3721)  0.451
F (2.8676, 0.6823, 1.4050)  -0.678

Total charge ... -1
HOMO level ... -0.1678 Ha
LUMO level ... 3.61 eV
Total energy ... -828.6368 a.u.
ΔE to the lowest compared entry with this formula, charge and spin ... 0.1252 eV
Multiplicity ... 1

***

[4]
An isolated ion of composition C4H11ClNO4 and charge +1, computed with ωB97M-V with the def2-TZVPD basis set.

Last column: Löwdin charge in e.
Positions of all 21 atoms, in Å:
C (0.8546, 1.7793, -0.9614)  -0.012
N (0.7194, 0.5756, -0.2249)  -0.091
C (1.6423, -0.5070, -0.7242)  0.042
C (-0.7421, 0.1365, -0.2282)  -0.540
O (-1.5043, 1.3130, -0.1186)  0.054
O (-1.1146, -0.4919, -1.3969)  0.102
C (-0.9255, -0.8518, 0.9959)  -0.791
O (-0.2957, -0.1825, 2.0944)  -0.037
O (-0.4721, -2.1047, 0.7750)  0.017
Cl (-2.7294, -1.0385, 1.3845)  0.754
H (0.5007, 1.6262, -1.9601)  0.119
H (0.0912, 2.5225, -0.5609)  0.139
H (1.8111, 2.2831, -0.8101)  0.128
H (0.7848, 0.7524, 0.8226)  0.197
H (1.4861, -1.4998, -0.1367)  0.141
H (1.5266, -0.7305, -1.7023)  0.062
H (2.7460, -0.2287, -0.7004)  0.143
H (-2.4076, 1.0393, 0.1304)  0.103
H (-0.7913, -1.4345, -1.2977)  0.149
H (-0.7128, -0.3567, 3.0256)  0.184
H (-0.4674, -2.6013, 1.5940)  0.136

Total charge ... +1
HOMO level ... -0.5612 Ha
LUMO level ... -3.02 eV
Total energy ... -974.6482 a.u.
ΔE to the lowest compared entry with this formula, charge and spin ... 0.0000 eV
Multiplicity ... 1

***

[5]
A 2-piece molecular cluster, C4H11ClNOP overall, computed with ωB97M-V with the def2-TZVPD basis set.

Last column: Löwdin charge in e.
Positions of all 19 atoms, in Å:
C (0.8181, -2.9170, -0.1693)  -0.099
C (-1.5178, 3.1602, 0.3889)  -0.258
C (0.5391, -1.4494, -0.4712)  -0.293
C (1.2636, -0.5127, 0.4552)  -0.432
N (1.2928, 0.8119, 0.1347)  0.034
O (-2.0741, 0.5501, 0.9292)  -0.409
P (-1.2839, 1.3725, 0.0458)  0.294
Cl (-2.0106, 1.1760, -1.7912)  0.314
H (0.5859, -3.1139, 0.8253)  0.044
H (0.0832, -3.5696, -0.7593)  0.110
H (1.8674, -3.1280, -0.1876)  0.064
H (-0.6678, 3.7159, 0.8272)  0.048
H (-1.7447, 3.6202, -0.5205)  -0.017
H (-2.3971, 3.3833, 1.0591)  0.069
H (-0.4843, -1.2154, -0.2822)  0.054
H (0.9249, -1.0731, -1.5105)  0.143
H (0.8608, -0.7985, 1.4160)  0.109
H (2.3420, -0.9542, 0.4628)  0.155
H (1.6027, 0.9418, -0.8524)  0.071

Total charge ... 0
HOMO level (spin up / spin down) ... -0.2768 / -0.3730 Ha
LUMO level (spin up / spin down) ... 0.95 / -2.09 eV
Total energy ... -1090.4387 a.u.
ΔE to the lowest compared entry with this formula, charge and spin ... 0.0000 eV
Multiplicity ... 3

***

[6]
C4H11CuNO9S2 as an isolated structure, computed with ωB97M-V with the def2-TZVPD basis set.

Last column: Löwdin charge in e.
Positions of all 28 atoms, in Å:
Cu (-7.7604, 3.5748, -14.6774)  0.343
S (-5.8361, 4.8999, -12.8129)  0.073
O (-6.0451, 3.4928, -13.1026)  -0.430
O (-6.5792, 5.6660, -13.8047)  -0.443
O (-6.4513, 5.1796, -11.5184)  -0.414
O (-4.4071, 5.1248, -12.9085)  -0.476
S (-9.7517, 3.2682, -12.5779)  0.086
O (-9.1593, 2.1825, -13.3364)  -0.448
O (-11.2266, 3.2941, -12.6080)  -0.493
O (-9.2147, 3.1876, -11.1981)  -0.444
O (-9.3042, 4.4864, -13.1725)  -0.402
C (-8.7688, 3.8389, -18.3349)  -0.028
C (-7.2592, 4.1308, -17.7954)  -0.379
C (-7.0169, 5.5508, -17.2273)  -0.107
O (-7.5868, 6.4520, -18.2376)  -0.200
C (-6.8067, 6.5900, -19.3434)  -0.195
N (-6.9474, 3.1901, -16.7610)  0.014
H (-9.4423, 3.8215, -17.4781)  0.074
H (-8.9828, 2.8883, -18.8235)  0.052
H (-9.2875, 4.5959, -18.9232)  0.052
H (-6.5355, 3.8760, -18.5696)  0.105
H (-5.9704, 5.8089, -17.0650)  0.128
H (-7.3954, 5.7316, -16.2212)  0.115
H (-5.8899, 7.1425, -19.1378)  0.084
H (-7.3915, 7.0080, -20.1628)  0.077
H (-6.5587, 5.6266, -19.7888)  0.066
H (-5.9572, 3.1084, -16.5796)  0.101
H (-7.1556, 2.2367, -17.0217)  0.086

Total charge ... -3
HOMO level ... 0.1121 Ha
LUMO level ... 6.15 eV
Total energy ... -3327.5903 a.u.
ΔE to the lowest compared entry with this formula, charge and spin ... 2.2192 eV
Multiplicity ... 1

***

[7]
One molecule with the formula C4H11IN2, computed with ωB97M-V with the def2-TZVPD basis set.

Last column: Löwdin charge in e.
Positions of all 18 atoms, in Å:
C (1.4631, 0.5670, 0.0953)  -0.048
C (0.1642, -0.2681, 0.0990)  -0.717
C (0.1924, -1.5195, 0.9491)  -0.091
C (-0.0983, -0.6804, -1.3631)  -0.123
N (-0.9611, 0.5500, 0.5695)  -0.526
N (-0.9652, 2.1103, 0.0491)  0.011
I (-2.8866, -0.1822, 0.2673)  0.854
H (1.6431, 1.3793, 0.7946)  0.075
H (2.3559, -0.0486, 0.0902)  0.086
H (1.5319, 1.0736, -0.8527)  0.072
H (0.7926, -2.2803, 0.4368)  0.095
H (-0.7550, -1.9962, 1.2932)  0.052
H (0.4336, -1.1382, 1.9517)  0.087
H (-0.9106, -1.4195, -1.3610)  0.031
H (-0.6978, 0.0248, -1.9125)  0.052
H (0.7519, -0.8725, -1.9954)  0.078
H (-0.1325, 2.3627, 0.5444)  0.021
H (-1.9214, 2.3378, 0.3445)  -0.007

Total charge ... 0
HOMO level ... -0.3018 Ha
LUMO level ... -0.04 eV
Total energy ... -566.0892 a.u.
ΔE to the lowest compared entry with this formula, charge and spin ... 1.2504 eV
Multiplicity ... 1